No. 1
DFT (wB97M-V/def2-TZVPD) results for 18 unconnected molecules or ions with the total composition C40H114N2O18 at a distorted geometry.

Cartesian coordinates (Å):
C: -1.89532 -1.70396 3.19184
C: -0.72023 -1.30807 2.24428
C: -0.57115 -2.61670 1.35122
C: 0.37755 -2.42923 0.11518
C: -0.10303 -1.21135 -0.72861
C: -0.33683 0.07416 0.06079
N: -1.06522 -0.20284 1.34225
O: -1.42847 0.97626 2.07751
C: 0.96798 0.85035 0.33080
C: -1.15541 0.88473 -0.85995
C: 0.53448 -1.10342 3.14430
H: -2.79081 -1.82711 2.58271
H: -1.94988 -0.96834 3.99433
H: -1.73479 -2.65150 3.70612
H: -0.21573 -3.44659 1.96201
H: -1.47663 -3.04929 0.92570
H: 0.41298 -3.36161 -0.44830
H: 1.43697 -2.43292 0.37152
H: -1.01358 -1.49170 -1.25815
H: 0.65868 -1.02173 -1.48488
H: 0.84564 1.92512 0.46492
H: 1.56871 0.35777 1.09538
H: 1.63268 0.77638 -0.52990
H: -0.59300 1.25016 -1.71917
H: -2.04624 0.42846 -1.29162
H: -1.53126 1.78173 -0.36778
H: 0.48472 -0.20976 3.76639
H: 1.47307 -1.10453 2.59010
H: 0.63156 -1.88739 3.89535
H: -0.56027 1.35422 2.23555
C: 4.56611 4.27351 -3.78605
C: 4.68291 5.78188 -3.97600
C: 4.71097 6.05023 -5.51274
C: 3.31722 5.87126 -6.18397
C: 2.41327 6.86394 -5.52121
C: 2.28648 6.76470 -3.97188
N: 3.63204 6.63983 -3.31270
O: 3.49501 6.39283 -1.95678
C: 1.59955 8.10042 -3.51280
C: 1.40059 5.49692 -3.71406
C: 6.07734 6.17203 -3.39436
H: 5.44780 3.78311 -4.19865
H: 3.71799 3.82457 -4.30300
H: 4.38093 3.92911 -2.76861
H: 5.07495 7.06564 -5.66944
H: 5.41181 5.40153 -6.03821
H: 2.83693 4.89550 -6.11110
H: 3.42163 6.00013 -7.26127
H: 1.44575 6.73657 -6.00678
H: 2.73244 7.86008 -5.82771
H: 2.30564 8.91735 -3.66167
H: 0.66276 8.32759 -4.02165
H: 1.38418 8.14901 -2.44540
H: 0.41329 5.74350 -4.10462
H: 1.78042 4.62351 -4.24414
H: 1.22488 5.30328 -2.65588
H: 6.26976 5.94010 -2.34685
H: 6.21716 7.24953 -3.48130
H: 6.92196 5.67621 -3.87278
H: 3.98680 7.08176 -1.50388
C: 5.85698 -3.22977 1.92919
C: 5.67757 -4.39703 2.83943
O: 4.61593 -5.10119 2.25484
H: 4.90998 -2.70011 1.82548
H: 6.19966 -3.44581 0.91727
H: 6.59028 -2.51778 2.30792
H: 5.34279 -4.12497 3.84043
H: 6.56320 -5.03244 2.83910
H: 3.98814 -5.40004 2.91677
C: -5.91963 -5.50500 1.15456
C: -6.23897 -5.07193 -0.28201
O: -7.43794 -5.78430 -0.56176
H: -5.64315 -6.55647 1.23246
H: -6.78071 -5.41634 1.81696
H: -5.07578 -5.01607 1.64136
H: -5.53760 -5.52111 -0.98515
H: -6.26474 -3.98230 -0.29451
H: -7.63457 -5.68851 -1.49651
C: 3.32004 -1.13444 8.74936
C: 4.33135 -1.17109 7.55413
O: 5.28239 -0.16551 7.65266
H: 2.74894 -2.06252 8.72439
H: 2.62372 -0.29782 8.69186
H: 3.83036 -1.10767 9.71214
H: 3.82830 -1.12597 6.58821
H: 4.79226 -2.15876 7.54109
H: 6.09641 -0.47657 7.24991
C: 4.76350 -2.67356 -4.17312
C: 5.67981 -1.47174 -4.38781
O: 6.25864 -1.39362 -5.68328
H: 5.40665 -3.55328 -4.14963
H: 3.99908 -2.76918 -4.94423
H: 4.16193 -2.68740 -3.26426
H: 6.53004 -1.47133 -3.70574
H: 5.18817 -0.51286 -4.22369
H: 5.60289 -0.97463 -6.24545
C: -0.23458 -0.76127 -6.23969
C: -0.48811 0.70541 -6.61934
O: 0.35653 0.95164 -7.70082
H: -0.46165 -1.38885 -7.10148
H: -0.93398 -1.02457 -5.44622
H: 0.78336 -0.82465 -5.85515
H: -0.13381 1.28281 -5.76543
H: -1.55559 0.80536 -6.81580
H: 0.16800 1.79372 -8.12147
C: -1.73917 -5.88826 -3.58326
C: -0.39292 -6.18406 -4.18644
O: 0.16836 -7.40975 -3.72673
H: -2.10119 -4.87634 -3.76506
H: -1.71703 -6.02540 -2.50216
H: -2.45253 -6.56407 -4.05496
H: 0.34288 -5.41903 -3.93862
H: -0.53362 -6.16277 -5.26712
H: 0.94229 -7.70818 -4.21002
C: -6.05533 0.82946 0.08038
O: -5.17269 -0.27717 0.11464
H: -6.01124 1.38812 -0.85453
H: -7.07086 0.46840 0.24295
H: -5.75749 1.51284 0.87560
H: -4.34820 0.18065 0.29413
C: 0.06753 -6.83206 5.43571
O: 1.42489 -6.42454 5.49112
H: -0.35560 -6.66670 4.44489
H: -0.09843 -7.86921 5.72704
H: -0.59872 -6.32934 6.13677
H: 1.77521 -6.36742 6.38309
C: -7.34539 0.81881 4.51390
O: -8.32176 0.92103 5.52694
H: -7.27183 1.80362 4.05254
H: -6.37743 0.47306 4.87669
H: -7.73743 0.12672 3.76863
H: -9.15283 1.18199 5.12342
C: 4.46136 -7.14107 -2.10285
O: 5.40843 -6.64872 -1.22104
H: 4.03276 -8.06423 -1.71275
H: 3.74053 -6.33537 -2.24197
H: 4.84860 -7.45851 -3.07103
H: 4.95921 -6.50926 -0.38417
C: 1.86584 5.11163 3.13292
O: 0.95197 4.27752 3.85905
H: 2.14713 6.05616 3.59857
H: 2.75638 4.48892 3.04766
H: 1.54451 5.39335 2.13019
H: 1.49489 3.93955 4.57502
C: -4.80857 3.97822 -4.37071
O: -5.30420 5.23996 -3.88043
H: -5.29140 3.12861 -3.88787
H: -4.96031 3.84161 -5.44141
H: -3.72729 3.90776 -4.25257
H: -5.59456 5.04876 -2.98559
C: -5.68558 -1.46349 -4.38562
O: -4.70780 -1.62034 -5.44644
H: -6.70724 -1.43357 -4.76432
H: -5.71174 -2.20518 -3.58730
H: -5.54869 -0.51840 -3.86010
H: -4.84482 -2.47386 -5.86398
C: -2.56458 2.23886 6.50854
O: -3.09869 2.41811 7.78531
H: -2.69530 3.08304 5.83150
H: -1.51744 1.95190 6.60466
H: -3.19092 1.45579 6.08122
H: -4.05645 2.40578 7.72081
C: -2.50513 -2.53915 8.98450
O: -1.66709 -2.46326 10.10865
H: -2.26469 -1.77751 8.24276
H: -2.34860 -3.41619 8.35649
H: -3.57018 -2.53505 9.21636
H: -1.64957 -1.54709 10.39487
C: -4.26645 5.45882 2.67457
O: -5.28083 6.43138 2.79195
H: -4.00721 5.52588 1.61798
H: -3.41719 5.79488 3.26949
H: -4.66013 4.46440 2.88494
H: -5.48095 6.42113 3.73081

Summary:
* multiplicity: 1
* LUMO level: 0.0 eV



No. 2
DFT (wB97M-V/def2-TZVPD) results for 13 unconnected molecules or ions with the total composition C40H115N17O13 at a distorted geometry.

Cartesian coordinates (Å):
C: -4.96246 1.22807 -0.24502
O: -4.19400 1.09582 -1.20830
N: -5.58061 2.41534 0.01378
N: -5.55495 0.20431 0.42988
H: -6.34580 2.41138 0.65617
H: -5.38982 3.23912 -0.53794
H: -6.38232 0.29240 0.98431
H: -5.35448 -0.77384 0.14050
C: 2.57079 2.03536 2.51080
O: 2.43314 1.76035 1.32537
N: 3.70878 2.63947 3.00639
N: 1.69792 1.66840 3.50300
H: 4.48305 2.73802 2.37583
H: 3.82014 2.68471 3.99801
H: 0.78599 1.28713 3.34657
H: 2.06122 1.80354 4.42363
C: 1.83403 3.51139 -1.80007
O: 1.47121 3.70546 -2.96621
N: 2.60885 2.41600 -1.52578
N: 1.38407 4.17845 -0.70384
H: 2.59554 1.69110 -2.23227
H: 2.81105 2.27667 -0.54628
H: 0.91397 5.06990 -0.80798
H: 1.64400 3.80664 0.19143
C: -1.90780 1.95086 -4.19615
O: -1.78826 2.09803 -5.41219
N: -1.12880 2.48377 -3.22096
N: -2.96501 1.21402 -3.68601
H: -0.28304 2.99809 -3.45114
H: -1.15352 2.08791 -2.28773
H: -3.09413 0.96983 -2.71163
H: -3.70723 1.09733 -4.35337
C: -4.09895 -3.69316 1.92860
C: -3.54895 -3.91468 0.50436
C: -3.68287 -2.60892 -0.31797
O: -5.02172 -2.27672 -0.58158
C: -5.70203 -3.07179 -1.53082
N: -2.15734 -4.37585 0.59347
H: -3.55059 -2.91918 2.46023
H: -4.20884 -4.60950 2.50588
H: -5.12829 -3.36916 1.72047
H: -3.92386 -4.77069 -0.06810
H: -3.18325 -2.63812 -1.29247
H: -3.17716 -1.85940 0.29438
H: -5.88419 -4.07064 -1.11759
H: -5.03098 -3.28339 -2.37041
H: -6.63172 -2.56388 -1.76197
H: -1.94791 -4.94893 1.39662
H: -1.53086 -3.57725 0.63180
C: -6.66792 5.83993 0.86047
C: -6.01454 5.29715 2.11958
C: -4.59945 5.93082 2.32074
O: -3.82668 5.12339 3.17002
C: -2.45740 5.40506 3.14742
N: -6.80526 5.63727 3.32190
H: -6.13859 5.49285 -0.02782
H: -6.61525 6.93150 0.84049
H: -7.71415 5.53449 0.86789
H: -5.95504 4.21060 2.06678
H: -4.66719 6.89535 2.84880
H: -4.07580 6.10889 1.37218
H: -2.02734 5.41954 2.14201
H: -1.80852 4.72442 3.70177
H: -2.32168 6.36464 3.66624
H: -7.05280 6.62805 3.25555
H: -6.09524 5.76868 4.04470
C: 1.90481 -8.02546 4.21294
C: 1.77758 -8.26884 2.72165
C: 2.46794 -7.19647 1.85352
O: 2.08654 -5.90555 2.27301
C: 0.78770 -5.56616 1.77815
N: 2.39292 -9.58332 2.44907
H: 1.41958 -8.81535 4.78802
H: 1.43840 -7.09211 4.53052
H: 2.96375 -7.97406 4.46666
H: 0.73182 -8.43694 2.43767
H: 2.17194 -7.44585 0.82803
H: 3.54356 -7.35995 1.94069
H: 0.71422 -4.48388 1.73987
H: 0.05312 -5.94918 2.49158
H: 0.55817 -6.01568 0.80999
H: 2.34500 -10.22180 3.22492
H: 2.05937 -9.98902 1.58868
C: 3.52798 -4.94417 -1.79153
C: 4.44750 -5.22352 -0.58413
C: 5.07781 -6.59200 -0.55707
O: 5.92502 -6.93658 0.51776
C: 6.16699 -8.30349 0.63733
N: 5.54762 -4.22028 -0.67373
H: 2.87324 -5.82350 -1.77282
H: 4.01874 -4.83075 -2.75178
H: 2.89368 -4.08608 -1.57434
H: 3.85743 -5.01595 0.31508
H: 5.64071 -6.76929 -1.48241
H: 4.28451 -7.35336 -0.59392
H: 6.57909 -8.82619 -0.23584
H: 5.19879 -8.81703 0.75187
H: 6.76655 -8.59366 1.49583
H: 5.14668 -3.35396 -0.32521
H: 6.30655 -4.44929 -0.03821
C: 0.91447 -0.54494 -3.62127
C: 2.20416 -1.19409 -3.10793
C: 2.58909 -2.38545 -3.99928
O: 1.53858 -3.30878 -4.22191
C: 1.82924 -4.16561 -5.30429
N: 3.23686 -0.15420 -3.22763
H: 0.53272 0.17069 -2.89323
H: 0.08789 -1.24542 -3.76301
H: 1.08707 -0.06890 -4.58681
H: 2.10742 -1.52384 -2.07460
H: 3.40952 -2.84940 -3.43118
H: 3.03986 -2.15565 -4.97153
H: 0.95845 -4.79467 -5.47796
H: 2.67837 -4.81584 -5.06572
H: 2.06729 -3.62246 -6.22357
H: 3.57081 -0.14823 -4.19027
H: 4.06851 -0.54058 -2.77202
C: 5.40822 -2.22968 3.99002
C: 4.74853 -3.46610 3.37355
C: 4.62295 -4.61561 4.36079
O: 5.86413 -5.10498 4.80268
C: 5.73608 -6.21705 5.65492
N: 3.40353 -3.26887 2.77489
H: 5.58243 -1.48920 3.21248
H: 6.38156 -2.59115 4.33340
H: 4.90910 -1.93774 4.91463
H: 5.38110 -3.73471 2.51718
H: 4.06354 -5.41803 3.86458
H: 4.04770 -4.27947 5.23561
H: 5.18257 -7.00636 5.13814
H: 5.34880 -5.95955 6.64261
H: 6.73501 -6.64285 5.76550
H: 3.25149 -4.15032 2.28621
H: 3.41241 -2.56216 2.04598
C: -3.17262 5.02257 -1.28866
C: -3.96249 5.11580 -2.59206
C: -3.07035 5.36787 -3.84280
O: -3.85518 5.15112 -4.98981
C: -3.02958 5.24148 -6.12917
N: -4.67069 3.84815 -2.76290
H: -2.62243 4.08541 -1.20545
H: -3.80639 5.15794 -0.41182
H: -2.46928 5.86270 -1.26966
H: -4.72953 5.89195 -2.49771
H: -2.20738 4.70374 -3.71971
H: -2.69119 6.39432 -3.79261
H: -2.79645 6.28430 -6.39785
H: -3.54408 4.99126 -7.06054
H: -2.10518 4.67374 -6.02987
H: -4.04649 3.07590 -2.53651
H: -4.78689 3.76265 -3.77201
C: 1.01718 7.33359 -2.93435
C: -0.09856 8.04715 -2.16577
C: 0.10672 8.07091 -0.67785
O: 0.04962 6.68057 -0.27965
C: -0.20931 6.57557 1.09330
N: -0.11529 9.44560 -2.64945
H: 1.02124 7.52716 -4.00720
H: 0.88257 6.25698 -2.79630
H: 2.02784 7.61397 -2.62486
H: -1.03200 7.51711 -2.34765
H: -0.64369 8.66953 -0.15937
H: 1.11744 8.42382 -0.44915
H: -0.08099 5.57399 1.50373
H: -1.21718 6.97247 1.27472
H: 0.45529 7.20376 1.70521
H: 0.07099 9.51965 -3.63929
H: 0.61473 10.00717 -2.22602
C: -1.19538 2.66551 0.96335
C: -0.43259 1.43328 0.54685
C: -0.46644 0.38159 1.70918
O: 0.06498 -0.82706 1.17046
C: 1.47818 -0.90435 1.33405
N: -0.97952 0.88047 -0.68505
H: -0.91799 3.61482 0.49847
H: -1.10103 2.87290 2.03729
H: -2.27723 2.59317 0.80925
H: 0.61927 1.71357 0.44134
H: -1.48187 0.16458 2.04571
H: 0.07495 0.77019 2.57648
H: 1.87398 -1.84605 0.95711
H: 1.68651 -0.97220 2.41030
H: 1.91963 0.02121 0.96012
H: -1.99619 0.91603 -0.61391
H: -0.72353 -0.10401 -0.66106

Summary:
* multiplicity: 1
* LUMO level: 0.1 eV
* energy relative to the best compared isomer or geometry (same formula, charge and spin): 293.5 kJ/mol



no.,Kohn-Sham gap (eV),M (g mol⁻¹)
1,8.4299,911.3
2,8.3150,1042.5